Below is a 2-piece molecular cluster, C6H13O3 overall, with properties calculated with the ωB97M-V functional and the def2-TZVPD basis.

XYZ file:
```
22
Properties=species:S:1:pos:R:3:forces:R:3:lowdin_charge:R:1
O 3.132444 0.811996 -1.087362 0.11 0.06 -0.76 -0.122
C 2.064087 0.291727 -1.530293 0.65 -0.20 2.24 -0.707
O 1.507393 0.456234 -2.612522 -0.31 -0.13 -0.35 -0.036
C 1.410341 -0.676560 -0.409718 0.13 0.48 -1.73 -0.116
C -0.085738 -0.872081 -0.711747 0.02 -0.14 0.88 -0.184
C -1.177014 -0.101369 0.082291 -0.27 -0.49 0.34 -0.412
C -0.822341 0.264746 1.519430 -0.44 -0.11 0.78 -0.106
C -2.505054 -0.916821 0.177859 0.08 -0.21 0.02 -0.102
H 2.018321 -1.604623 -0.480836 -0.69 0.19 -0.25 0.104
H 1.652141 -0.336764 0.585644 -0.03 0.55 0.16 0.073
H -0.231374 -0.531970 -1.749425 0.13 -1.08 0.06 0.101
H -0.280450 -1.915453 -0.460077 -0.31 -0.26 -0.82 0.091
H -1.454481 0.795075 -0.512554 0.45 -0.15 0.62 0.128
H -1.539463 1.014140 1.888090 0.54 0.35 -0.20 0.076
H 0.216791 0.542356 1.651214 -0.03 0.53 0.10 0.047
H -1.024390 -0.539675 2.261438 0.35 -0.17 -0.74 0.077
H -2.900423 -0.844809 1.220775 -0.36 0.51 -1.06 0.066
H -3.149657 -0.569068 -0.641180 -0.47 -0.16 0.67 0.066
H -2.428420 -2.010126 0.060185 0.55 0.29 -0.25 0.063
H 1.099034 2.175492 0.233350 0.02 0.18 0.20 0.003
H 2.559638 2.082688 -0.081673 -0.26 0.00 0.68 0.009
O 1.938608 2.484872 0.597103 0.14 -0.03 -0.58 -0.121
```
Forces are in eV/Å.

ΔE to the lowest compared entry with this formula, charge and spin in kcal per mole: 4.9
Charge: -1
Energy in eV: -12576.698
Strongest force on any atom in eV Å⁻¹: 2.3